1.
C2H4Au as an isolated structure in a non-equilibrium geometry, computed with the ωB97M-V functional and the def2-TZVPD basis.

XYZ file:
```
7
Properties=species:S:1:pos:R:3:nbo_charge:R:1
C -0.451 0.239 0.040 -0.4174
C 0.680 -0.420 0.423 -0.4159
H -0.448 1.317 -0.168 0.2482
H -1.449 -0.132 0.315 0.2809
H 0.504 -1.407 0.878 0.2667
Au 2.335 0.392 0.479 0.9678
H -1.171 0.012 -1.967 0.0697
```

Values from the calculation:
HOMO-LUMO gap (alpha / beta): 7.672 / 6.209 eV
HOMO level (alpha / beta): -13.90 / -15.55 eV
energy above the lowest of the compared OMol25 structures with the same formula, charge and spin: 0.00 kcal per mole
2S+1: 3
E: -5816.16440 eV
<S²>: 2.024
charge: +1



2.
C2H4BFO2 in the gas phase in a non-equilibrium geometry, computed with the ωB97M-V functional and the def2-TZVPD basis.

XYZ file:
```
10
Properties=species:S:1:pos:R:3:nbo_charge:R:1
B 0.101 0.397 -0.040 0.9705
C 0.287 -0.451 1.273 -0.3933
C 0.066 -1.866 1.204 0.1986
O -0.068 1.727 0.080 -0.8686
O -0.166 -0.118 -1.315 -0.9008
F 0.159 -2.626 2.298 -0.3096
H 0.458 0.059 2.211 0.2102
H -0.171 -2.348 0.342 0.1392
H -0.606 2.062 -0.551 0.4709
H -0.617 0.485 -1.914 0.4829
```

Values from the calculation:
HOMO-LUMO gap (alpha / beta): 6.511 / 9.523 eV
HOMO level (alpha / beta): -6.22 / -11.70 eV
energy above the lowest of the compared OMol25 structures with the same formula, charge and spin: 0.00 kcal per mole
2S+1: 3
E: -9625.74630 eV
<S²>: 2.005



3.
A 2-piece molecular cluster, C2H4Br2NO3 overall in a non-equilibrium geometry, computed with the ωB97M-V functional and the def2-TZVPD basis.

XYZ file:
```
12
Properties=species:S:1:pos:R:3:nbo_charge:R:1
N 3.111 -0.414 0.956 0.6883
O 2.177 -0.680 1.672 -0.2008
O 4.188 -0.438 1.515 -0.2022
O 2.998 -0.490 -0.296 -0.2844
Br -2.155 -1.137 1.375 -0.0627
C -1.078 -0.169 -0.055 -0.3989
C -2.042 0.705 -0.980 -0.4121
Br -0.856 1.926 -2.101 -0.0344
H -0.640 -1.035 -0.552 0.2264
H -0.300 0.372 0.483 0.2269
H -2.751 1.325 -0.431 0.2290
H -2.653 0.037 -1.586 0.2248
```

Values from the calculation:
HOMO-LUMO gap (alpha / beta): 9.568 / 5.847 eV
HOMO level (alpha / beta): -10.40 / -10.40 eV
2S+1: 2
E: -149849.88976 eV
<S²>: 0.757



4.
C2H4Br3NO2 as an isolated structure in a non-equilibrium geometry, computed with the ωB97M-V functional and the def2-TZVPD basis.

XYZ file:
```
12
Properties=species:S:1:pos:R:3:nbo_charge:R:1
C 0.154 -2.393 1.678 -0.4987
Br -1.211 -3.705 2.029 0.0940
Br -0.128 -0.867 2.836 0.0418
Br 0.018 -1.853 -0.159 0.1249
H 1.118 -2.638 2.095 0.2350
C 0.234 2.163 -0.812 -0.4792
N -0.308 1.043 -1.616 0.5298
O 0.559 0.408 -2.131 -0.3644
O -1.535 0.785 -1.679 -0.3981
H 0.083 1.881 0.221 0.2474
H -0.282 2.949 -1.261 0.2278
H 1.296 2.226 -1.201 0.2397
```

Values from the calculation:
HOMO-LUMO gap: 10.266 eV
HOMO level: -10.22 eV
energy above the lowest of the compared OMol25 structures with the same formula, charge and spin: 17.75 kcal per mole
E: -217847.48149 eV



5.
A 2-piece molecular cluster, C2H4BrCl overall in a non-equilibrium geometry, computed with the ωB97M-V functional and the def2-TZVPD basis.

XYZ file:
```
8
Properties=species:S:1:pos:R:3:nbo_charge:R:1
C 0.253 -0.733 0.941 -0.3853
C -0.340 0.688 -0.925 -0.4821
Cl -0.417 0.081 2.278 0.0039
Br 1.024 0.393 -2.170 0.0520
H 1.325 -0.661 0.863 0.2042
H -0.233 -1.654 0.678 0.2024
H -0.336 1.656 -0.467 0.2025
H -1.275 0.230 -1.197 0.2024
```

Values from the calculation:
HOMO-LUMO gap (alpha / beta): 8.418 / 8.403 eV
HOMO level (alpha / beta): -8.37 / -8.38 eV
energy above the lowest of the compared OMol25 structures with the same formula, charge and spin: 73.72 kcal per mole
E: -84700.77289 eV



6.
A 2-piece molecular cluster, C2H4BrF2N2 overall in a non-equilibrium geometry, computed with the ωB97M-V functional and the def2-TZVPD basis.

XYZ file:
```
11
Properties=species:S:1:pos:R:3:nbo_charge:R:1
C -0.130 -0.457 -0.238 0.5165
C 0.278 1.349 0.679 0.6366
N 0.248 -1.453 0.506 -0.7474
N -0.799 -0.305 -1.333 -0.7372
F -0.147 1.289 1.922 -0.2908
F -0.432 2.200 0.007 -0.2941
Br 2.169 1.657 0.529 0.1278
H 0.407 -1.407 1.512 0.4600
H 0.246 -2.437 0.061 0.4329
H -0.598 0.616 -1.744 0.4497
H -1.242 -1.053 -1.901 0.4461
```

Values from the calculation:
HOMO-LUMO gap: 10.889 eV
HOMO level: -14.95 eV
energy above the lowest of the compared OMol25 structures with the same formula, charge and spin: 19.21 kcal per mole
E: -80588.08718 eV
charge: +1



7.
A 2-piece molecular cluster, C2H4BrFO overall in a non-equilibrium geometry, computed with the ωB97M-V functional and the def2-TZVPD basis.

XYZ file:
```
9
Properties=species:S:1:pos:R:3:nbo_charge:R:1
C 0.593 0.922 0.821 -0.0895
C -0.686 -0.563 -2.864 0.1220
O -0.108 -0.119 1.248 -0.6741
F -0.690 -1.924 -2.690 -0.3514
Br 0.564 0.317 -1.784 0.0605
H 1.629 0.954 0.797 0.1401
H 0.104 1.758 0.483 0.1510
H -1.700 -0.344 -2.496 0.1543
H 0.432 -0.974 1.257 0.4871
```

Values from the calculation:
HOMO-LUMO gap (alpha / beta): 7.604 / 9.994 eV
HOMO level (alpha / beta): -6.84 / -11.01 eV
energy above the lowest of the compared OMol25 structures with the same formula, charge and spin: 24.86 kcal per mole
2S+1: 3
E: -76941.08354 eV
<S²>: 2.006



8.
An isolated ion of composition C2H4BrN2 and charge +1 in a non-equilibrium geometry, computed with the ωB97M-V functional and the def2-TZVPD basis.

XYZ file:
```
9
Properties=species:S:1:pos:R:3:nbo_charge:R:1
N 1.186 -0.568 -0.218 -0.6735
C 0.141 -0.049 0.373 0.3329
N -0.457 1.000 -0.101 -0.4527
C -2.121 1.166 -0.010 0.0631
Br -3.224 -0.206 0.224 0.4018
H 1.749 -1.284 0.218 0.4352
H 1.469 -0.243 -1.137 0.4336
H -0.131 -0.475 1.345 0.2071
H -2.387 2.183 -0.245 0.2525
```

Values from the calculation:
HOMO-LUMO gap (alpha / beta): 8.309 / 8.309 eV
HOMO level (alpha / beta): -14.94 / -14.94 eV
energy above the lowest of the compared OMol25 structures with the same formula, charge and spin: 45.59 kcal per mole
E: -75151.45593 eV
structure (SMILES): [NH2+]=C/N=C\Br
charge: +1



9.
A 2-piece molecular cluster, C2H4BrNS overall in a non-equilibrium geometry, computed with the ωB97M-V functional and the def2-TZVPD basis.

XYZ file:
```
9
Properties=species:S:1:pos:R:3:nbo_charge:R:1
C 0.007 1.815 -1.554 -0.4066
N -0.428 1.329 -0.240 -0.4334
C -0.158 0.521 0.599 0.2361
S -0.254 -0.424 1.853 -0.0439
H 0.026 0.988 -2.258 0.2120
H -0.612 2.609 -1.917 0.2181
H 0.987 2.137 -1.277 0.2170
Br -0.007 -4.771 1.779 -0.2045
H 0.439 -4.205 3.014 0.2052
```

Values from the calculation:
HOMO-LUMO gap: 9.529 eV
HOMO level: -9.08 eV
energy above the lowest of the compared OMol25 structures with the same formula, charge and spin: 1.33 kcal per mole
E: -84505.88749 eV
structure (SMILES): CN=C=S.Br



10.
A 2-piece molecular cluster, C2H4BrNS overall in a non-equilibrium geometry, computed with the ωB97M-V functional and the def2-TZVPD basis.

XYZ file:
```
9
Properties=species:S:1:pos:R:3:nbo_charge:R:1
C -0.206 0.920 0.001 0.0418
C -0.109 -1.793 0.034 -0.7518
N -0.650 1.763 0.710 -0.6661
S 0.299 -0.281 -1.030 0.2968
Br 1.914 2.608 -1.566 -0.0259
H 0.048 -1.419 1.065 0.2275
H 0.736 -2.463 -0.197 0.2240
H -1.216 -2.108 -0.052 0.2332
H -0.815 2.774 1.035 0.4204
```

Values from the calculation:
HOMO-LUMO gap (alpha / beta): 6.617 / 6.273 eV
HOMO level (alpha / beta): -5.73 / -9.62 eV
energy above the lowest of the compared OMol25 structures with the same formula, charge and spin: 0.00 kcal per mole
2S+1: 3
E: -84502.12463 eV
<S²>: 2.008



11.
An isolated ion of composition C2H4Cl2N3O2 and charge +1 in a non-equilibrium geometry, computed with the ωB97M-V functional and the def2-TZVPD basis.

XYZ file:
```
13
Properties=species:S:1:pos:R:3:nbo_charge:R:1
N -0.073 0.796 -0.838 -0.7311
C -0.674 0.073 0.121 0.4760
N -0.015 -0.876 0.738 -0.6975
C -2.142 0.291 0.345 -0.1788
Cl -2.674 -0.424 1.915 0.0996
Cl -2.810 1.790 -0.068 0.1855
N -2.733 -0.818 -0.984 0.5865
O -2.357 -1.917 -0.784 -0.3089
O -3.474 -0.301 -1.693 -0.2301
H -0.706 1.646 -1.196 0.4678
H 0.882 0.555 -0.973 0.4313
H -0.740 -1.365 1.204 0.4434
H 0.987 -1.082 0.555 0.4561
```

Values from the calculation:
HOMO-LUMO gap: 9.975 eV
HOMO level: -14.88 eV
energy above the lowest of the compared OMol25 structures with the same formula, charge and spin: 0.00 kcal per mole
E: -35738.08353 eV
structure (SMILES): NC(=[NH2+])C(Cl)(Cl)[N+](=O)[O-]
charge: +1



12.
A 2-piece molecular cluster, C2H4Cl2O2SSi overall in a non-equilibrium geometry, computed with the ωB97M-V functional and the def2-TZVPD basis.

XYZ file:
```
12
Properties=species:S:1:pos:R:3:nbo_charge:R:1
C 1.746 -0.571 -0.898 -0.6051
C -1.544 0.895 0.903 -1.0805
O 0.855 -1.809 -3.010 -0.8335
O -0.347 -2.350 -0.845 -0.8586
Si 0.386 0.673 1.082 1.4040
S 0.544 -1.482 -1.608 1.6688
Cl 1.371 2.361 0.953 -0.3155
Cl 0.457 -0.501 2.697 -0.3280
H 2.028 0.080 -1.684 0.1817
H -2.052 -0.010 1.245 0.2666
H -1.789 1.814 1.373 0.2522
H -1.654 0.899 -0.207 0.2481
```

Values from the calculation:
HOMO-LUMO gap (alpha / beta): 6.354 / 7.072 eV
HOMO level (alpha / beta): -7.25 / -9.99 eV
2S+1: 3
E: -49987.67715 eV
<S²>: 2.010



13.
C2H4Cl2OS in the gas phase in a non-equilibrium geometry, computed with the ωB97M-V functional and the def2-TZVPD basis.

XYZ file:
```
10
Properties=species:S:1:pos:R:3:nbo_charge:R:1
C -0.067 0.887 0.507 -0.6876
C -0.742 -0.177 -0.264 -0.2447
Cl -2.422 -0.218 0.322 0.0135
Cl -0.776 0.249 -2.038 -0.0414
S 0.100 -1.689 0.061 0.5796
O 1.581 -1.057 -0.180 -0.8441
H -0.749 1.803 0.740 0.2384
H 0.158 0.570 1.488 0.2360
H 0.916 1.299 0.147 0.2542
H 2.001 -1.666 -0.785 0.4960
```

Values from the calculation:
HOMO-LUMO gap: 9.523 eV
HOMO level: -9.22 eV
energy above the lowest of the compared OMol25 structures with the same formula, charge and spin: 2.26 kcal per mole
E: -40065.39422 eV
structure (SMILES): CC(Cl)(Cl)SO



14.
A 2-piece molecular cluster, C2H4ClFO2 overall in a non-equilibrium geometry, computed with the ωB97M-V functional and the def2-TZVPD basis.

XYZ file:
```
10
Properties=species:S:1:pos:R:3:nbo_charge:R:1
C 2.326 -0.796 0.609 0.5575
C -1.512 0.517 -0.668 -0.0150
O 1.969 -1.284 1.698 -0.6480
O -0.927 0.284 -1.880 -0.6896
F 1.546 0.339 0.295 -0.4205
Cl -0.810 -0.729 0.468 -0.1659
H -2.608 0.607 -0.494 0.2102
H -1.194 1.430 -0.241 0.1682
H 1.186 -0.911 2.085 0.5063
H 0.024 0.543 -1.871 0.4969
```

Values from the calculation:
HOMO-LUMO gap: 10.833 eV
HOMO level: -10.10 eV
energy above the lowest of the compared OMol25 structures with the same formula, charge and spin: 65.45 kcal per mole
E: -21470.82050 eV



15.
A 2-piece molecular cluster, C2H4ClIN2 overall in a non-equilibrium geometry, computed with the ωB97M-V functional and the def2-TZVPD basis.

XYZ file:
```
10
Properties=species:S:1:pos:R:3:nbo_charge:R:1
C 0.375 -0.732 0.530 -0.1847
C -0.593 -0.081 -0.485 -0.0939
N 1.054 0.585 0.524 -0.4238
N -0.001 1.173 -0.334 -0.5413
Cl 1.272 -2.013 -0.079 0.0405
I -2.759 -0.005 -0.044 0.0487
H 0.046 -0.904 1.480 0.2122
H -0.543 -0.807 -1.886 0.1994
H 0.832 1.041 1.449 0.3521
H 0.318 1.741 -1.156 0.3908
```

Values from the calculation:
HOMO-LUMO gap: 9.237 eV
HOMO level: -9.05 eV
energy above the lowest of the compared OMol25 structures with the same formula, charge and spin: 47.48 kcal per mole
E: -25738.10100 eV



16.
A 3-piece molecular cluster, C2H4ClIN2O overall in a non-equilibrium geometry, computed with the ωB97M-V functional and the def2-TZVPD basis.

XYZ file:
```
11
Properties=species:S:1:pos:R:3:nbo_charge:R:1
C 1.135 0.658 -1.346 0.8670
C 0.493 0.187 1.612 0.0123
N 2.071 1.148 -0.812 -0.7424
N -0.735 -0.132 1.313 -0.7611
O 0.304 0.241 -2.039 -0.5633
Cl 1.284 -1.098 2.450 -0.0567
I -2.915 -1.109 -1.516 -0.1416
H -1.547 -0.653 -2.148 0.1363
H 2.405 1.228 0.125 0.4474
H -1.302 0.546 0.824 0.4124
H -1.192 -1.017 1.535 0.3897
```

Values from the calculation:
HOMO-LUMO gap: 9.756 eV
HOMO level: -9.27 eV
energy above the lowest of the compared OMol25 structures with the same formula, charge and spin: 32.40 kcal per mole
E: -27788.05837 eV



17.
C2H4ClN as an isolated structure in a non-equilibrium geometry, computed with the ωB97M-V functional and the def2-TZVPD basis.

XYZ file:
```
8
Properties=species:S:1:pos:R:3:nbo_charge:R:1
C 0.378 0.932 0.011 0.0829
C -0.174 -0.406 0.529 -0.7039
N 0.092 1.355 -1.783 -0.4747
Cl 1.439 1.760 0.944 0.0933
H -0.305 -1.208 -0.253 0.2550
H -1.125 -0.219 1.054 0.2374
H 0.397 -0.634 1.357 0.2242
H 0.706 2.149 -1.859 0.2858
```

Values from the calculation:
HOMO-LUMO gap (alpha / beta): 8.012 / 10.574 eV
HOMO level (alpha / beta): -8.36 / -10.47 eV
energy above the lowest of the compared OMol25 structures with the same formula, charge and spin: 105.00 kcal per mole
E: -16146.52436 eV



18.
C2H4ClN2P as an isolated structure in a non-equilibrium geometry, computed with the ωB97M-V functional and the def2-TZVPD basis.

XYZ file:
```
10
Properties=species:S:1:pos:R:3:nbo_charge:R:1
C -0.428 0.643 0.674 -0.2585
C 0.609 -0.854 0.032 -0.8031
N -0.411 0.397 2.018 -0.1016
N 0.077 -0.565 2.529 -0.3861
P 1.203 -1.554 1.665 0.8796
Cl 2.555 -0.266 2.295 -0.2620
H 0.064 1.577 0.486 0.2256
H -1.519 0.510 0.239 0.2452
H 0.041 -1.550 -0.534 0.2279
H 1.376 -0.328 -0.485 0.2331
```

Values from the calculation:
HOMO-LUMO gap: 9.042 eV
HOMO level: -8.75 eV
energy above the lowest of the compared OMol25 structures with the same formula, charge and spin: 62.85 kcal per mole
E: -26927.77213 eV



19.
C2H4ClN2P in the gas phase in a non-equilibrium geometry, computed with the ωB97M-V functional and the def2-TZVPD basis.

XYZ file:
```
10
Properties=species:S:1:pos:R:3:nbo_charge:R:1
C 0.218 0.604 -0.625 -0.3292
C 0.331 -0.785 -0.942 -0.1390
N 0.346 -1.471 1.738 -0.8410
N -0.353 0.822 0.762 -0.9697
P -0.305 -0.160 2.156 1.1497
Cl -1.083 -1.560 -1.456 0.0405
H 1.146 1.265 -0.505 0.2321
H -0.403 1.086 -1.479 0.2335
H 1.047 -1.447 -0.636 0.2185
H -0.945 1.646 0.989 0.4044
```

Values from the calculation:
HOMO-LUMO gap (alpha / beta): 9.271 / 7.460 eV
HOMO level (alpha / beta): -9.68 / -8.57 eV
energy above the lowest of the compared OMol25 structures with the same formula, charge and spin: 96.76 kcal per mole
E: -26926.30156 eV



20.
C2H4ClNO in the gas phase in a non-equilibrium geometry, computed with the ωB97M-V functional and the def2-TZVPD basis.

XYZ file:
```
9
Properties=species:S:1:pos:R:3:nbo_charge:R:1
O 1.613 -1.143 -0.003 -0.6974
C 0.980 0.096 -0.106 0.0728
N -0.447 -0.251 -0.436 -0.4510
C -1.368 0.422 0.086 0.0469
Cl -2.962 0.023 -0.240 0.0507
H 0.846 -1.673 0.239 0.4749
H 1.500 0.519 -1.018 0.1844
H 0.960 0.681 0.762 0.1427
H -1.123 1.326 0.718 0.1760
```

Values from the calculation:
HOMO-LUMO gap: 11.365 eV
HOMO level: -10.42 eV
energy above the lowest of the compared OMol25 structures with the same formula, charge and spin: 34.45 kcal per mole
E: -18197.59390 eV
structure (SMILES): OC/N=C/Cl